Below is C22H25Cl2N4O2RuS2 as an isolated structure, with properties calculated with ωB97M-V with the def2-TZVPD basis set.

The value obtained for the HOMO-LUMO gap (alpha / beta) is 7.4 / 6.6 eV. As for the expectation value of S²: 0.759. The HOMO energy (alpha / beta) comes out at -14.0 / -14.1 eV. The total energy comes out at -3033.9939 hartree. For the relative energy (zero: lowest compared OMol25 entry of this formula, charge and spin), the calculation gives 0.000 eV.

Structure (ORCA input):
```
! wB97M-V def2-TZVPD RIJCOSX def2/J DEFGRID3
* xyz 2 2
Ru 0.2640 -0.7103 -0.2157
C -2.9462 7.4173 0.1726
C -2.5868 5.9837 0.4264
C -2.0975 5.5774 1.6665
C -1.7858 4.2503 1.9136
C -1.9716 3.3234 0.8970
C -2.4609 3.6962 -0.3524
C -2.7605 5.0245 -0.5771
S -1.5797 1.6555 1.1987
O -2.7681 0.8321 0.9854
O -0.9651 1.5198 2.4951
N -0.5554 1.2011 0.0138
C 0.7057 1.8090 -0.0902
C 1.1289 3.1237 0.0424
C 2.4684 3.3782 -0.1968
C 3.3488 2.3569 -0.5554
C 2.8625 1.0764 -0.6610
N 1.5680 0.8280 -0.4194
H -2.4629 8.0822 0.8856
H -4.0253 7.5537 0.2676
H -2.6666 7.7214 -0.8352
H -1.9573 6.3104 2.4505
H -1.3981 3.9356 2.8729
H -2.5961 2.9587 -1.1333
H -3.1373 5.3306 -1.5448
H 0.4438 3.9138 0.3060
H 2.8355 4.3926 -0.1128
H 4.3906 2.5598 -0.7531
H 3.4803 0.2333 -0.9384
Cl 1.6490 -2.6749 -0.5363
C 1.0245 -3.2988 -2.0670
C 1.4339 -4.5504 -2.4729
C 0.9548 -5.0247 -3.6867
C 0.0912 -4.2572 -4.4532
C -0.2992 -3.0030 -4.0134
Cl -1.3724 -2.0563 -4.9720
C 0.1668 -2.4903 -2.7978
S -0.2951 -0.8644 -2.2925
H 2.1131 -5.1355 -1.8686
H 1.2613 -6.0003 -4.0373
H -0.2837 -4.6240 -5.3984
N -3.6750 -1.5124 2.0056
C -2.5216 -2.0994 2.7496
C -1.2384 -1.7934 1.9930
N -1.2812 -2.0589 0.5244
C -2.5909 -1.8529 -0.1624
C -3.8043 -2.1979 0.6820
H -3.4866 -0.4979 1.8285
H -4.5345 -1.6011 2.5470
H -2.7087 -3.1684 2.8480
H -2.4750 -1.6537 3.7413
H -0.4344 -2.3939 2.4174
H -0.9906 -0.7439 2.1625
H -1.0020 -3.0255 0.3765
H -2.5910 -2.4684 -1.0604
H -2.6541 -0.8148 -0.4674
H -3.9072 -3.2651 0.8783
H -4.7056 -1.8397 0.1887
*
```